{"formula": "C23H33N3O3S", "method": "ωB97M-V with the def2-TZVPD basis set", "relative_energy_ev": 1.911, "energy_ev": -45835.2670, "orbital_gap_ev": 8.72, "homo_ev": -8.30, "elements": ["C", "C", "C", "C", "C", "C", "O", "N", "C", "H", "C", "N", "C", "H", "H", "C", "N", "C", "C", "C", "O", "H", "C", "H", "C", "C", "C", "C", "C", "S", "H", "H", "H", "C", "C", "O", "H", "H", "H", "H", "H", "H", "H", "C", "C", "H", "H", "H", "H", "H", "H", "H", "H", "H", "H", "H", "H", "H", "H", "H", "H", "H", "H"], "xyz": [[-1.04970, -2.10799, 1.86391], [-2.11444, -1.05960, 2.15693], [-3.52719, -1.63935, 2.22718], [-4.06443, -2.17426, 0.89898], [-4.18643, -1.08160, -0.16797], [-2.91186, -0.96829, -0.99102], [-2.21357, -1.94326, -1.20998], [-2.60705, 0.23554, -1.53585], [-3.26504, 1.50686, -1.35794], [-4.22856, 1.39629, -0.86575], [-2.35811, 2.45275, -0.55970], [-1.11188, 2.60969, -1.27880], [-0.28260, 3.70912, -0.86270], [-0.85915, 4.62972, -0.99683], [0.57546, 3.74007, -1.53959], [0.24374, 3.69823, 0.59646], [1.04258, 2.54572, 0.90217], [2.18450, 2.37733, 0.35511], [2.96764, 1.19199, 0.60343], [2.53346, 0.24892, 1.50393], [1.41854, 0.38872, 2.18091], [0.98596, 1.25496, 1.86676], [3.31375, -0.99536, 1.78915], [3.98568, -0.79817, 2.63055], [4.13111, -1.41877, 0.56955], [3.26569, -1.91395, -0.55100], [3.67166, -2.63107, -1.63524], [2.61422, -2.96693, -2.50960], [1.41557, -2.50302, -2.07785], [1.55442, -1.63769, -0.60345], [0.44542, -2.62658, -2.51624], [2.74528, -3.53453, -3.41339], [4.69408, -2.92147, -1.80287], [4.99768, -0.23355, 0.12560], [4.19768, 1.02232, -0.16468], [4.58235, 1.83768, -0.97944], [5.70382, 0.01603, 0.92388], [5.57805, -0.48271, -0.76396], [4.79925, -2.24038, 0.85700], [2.62052, -1.78081, 2.09644], [2.63073, 3.09975, -0.33241], [-0.59738, 3.70093, 1.29511], [0.81655, 4.62384, 0.73380], [-0.44296, 1.33131, -1.41845], [-1.34155, 0.39519, -2.22426], [-0.88195, -0.58754, -2.31972], [-1.52394, 0.81881, -3.21670], [0.50314, 1.47698, -1.94294], [-0.23231, 0.86413, -0.44212], [-2.83853, 3.42936, -0.46602], [-2.20667, 2.03291, 0.45049], [-3.43229, 1.94209, -2.35028], [-4.98316, -1.33990, -0.87107], [-4.44763, -0.14113, 0.31349], [-5.04825, -2.61258, 1.08011], [-3.41157, -2.95934, 0.51742], [-3.53540, -2.45253, 2.95710], [-4.20896, -0.86540, 2.59433], [-2.07126, -0.28563, 1.38764], [-1.89023, -0.58235, 3.11494], [-1.12612, -2.93700, 2.56454], [-1.15593, -2.49116, 0.85308], [-0.06242, -1.66338, 1.95784]], "forces_ev_per_a": [[-0.062, 0.175, -0.014], [-0.068, -0.265, 0.132], [0.057, 0.069, -0.125], [-0.044, 0.089, 0.112], [0.157, -0.351, 0.116], [-0.389, 0.226, -0.074], [0.172, -0.388, 0.070], [0.210, 0.148, -0.195], [-0.190, 0.299, 0.369], [0.048, -0.026, -0.054], [-0.164, -0.006, -0.248], [-0.087, -0.044, -0.034], [0.128, 0.053, 0.414], [0.099, 0.041, -0.016], [-0.006, 0.094, 0.005], [-0.348, 0.434, -0.414], [0.239, -0.498, 0.303], [-0.061, 0.174, -0.008], [-0.169, 0.133, 0.108], [0.188, 0.250, 0.030], [0.143, -0.204, 0.072], [0.015, 0.148, -0.124], [-0.040, -0.158, 0.017], [-0.052, 0.016, 0.017], [0.172, 0.128, 0.145], [-0.304, -0.029, -0.050], [-0.001, 0.125, 0.197], [-0.130, -0.019, -0.122], [-0.142, 0.132, 0.233], [0.372, -0.410, -0.400], [-0.224, -0.047, -0.135], [-0.026, -0.100, -0.159], [0.224, -0.046, 0.022], [0.128, -0.055, -0.146], [0.144, -0.429, 0.152], [-0.009, 0.098, -0.044], [0.049, 0.017, 0.026], [-0.023, 0.072, 0.044], [-0.119, 0.131, 0.007], [0.009, 0.045, 0.043], [-0.078, 0.066, -0.028], [0.060, 0.180, -0.075], [-0.069, -0.019, 0.092], [-0.192, -0.240, -0.268], [0.468, -0.179, 0.006], [-0.053, 0.144, -0.071], [0.041, -0.016, 0.022], [0.054, -0.032, 0.030], [0.020, -0.009, -0.125], [-0.022, 0.003, 0.042], [-0.045, 0.028, 0.008], [-0.041, 0.010, 0.103], [-0.006, 0.099, -0.018], [-0.060, 0.041, -0.057], [0.026, -0.026, -0.051], [-0.093, -0.058, -0.022], [-0.026, 0.018, 0.087], [-0.056, -0.037, 0.051], [0.024, 0.190, 0.013], [-0.003, 0.106, -0.059], [0.014, -0.127, 0.105], [0.036, -0.116, -0.062], [0.104, -0.049, 0.007]]}